Version one
Formula: C5H13NS
Source: the OMol25 dataset
Level of theory: ωB97M-V with the def2-TZVPD basis set

Values from the calculation:
HOMO level (eV): -8.368
Structure (SMILES): CSCC[C@H](C)N
HOMO-LUMO gap (eV): 9.45

Geometry as XYZ:
```
20
C5H13NS | the OMol25 dataset | ωB97M-V with the def2-TZVPD basis set
C -3.300 -1.454 -0.181
S -1.712 -1.053 -0.928
C -0.880 -0.499 0.598
C 0.616 -0.491 0.391
C 1.158 0.773 -0.321
C 2.585 0.580 -0.849
N 0.986 2.006 0.449
H -4.083 -1.655 -0.874
H -3.646 -0.530 0.395
H -3.302 -2.189 0.629
H -1.303 0.434 0.974
H -1.151 -1.264 1.318
H 0.904 -1.404 -0.154
H 1.200 -0.515 1.323
H 0.527 0.832 -1.212
H 2.590 -0.140 -1.654
H 3.145 0.140 0.007
H 3.173 1.490 -0.971
H 1.686 2.115 1.166
H 0.809 2.824 -0.106
```

***

Version two
Formula: C5H13NS
Source: the OMol25 dataset
Level of theory: ωB97M-V with the def2-TZVPD basis set

Values from the calculation:
HOMO level (eV): -9.041
Structure (SMILES): CN[C@@H](C)CCS
HOMO-LUMO gap (eV): 9.98

Geometry as XYZ:
```
20
C5H13NS | the OMol25 dataset | ωB97M-V with the def2-TZVPD basis set
C 1.240 1.062 -1.915
N -0.052 0.532 -1.464
C 0.101 0.464 0.035
C 0.037 1.817 0.757
C -1.043 -0.540 0.597
C -0.543 -1.986 0.565
S -1.279 -3.326 1.499
H 1.745 1.817 -1.240
H 1.877 0.284 -2.139
H 1.032 1.770 -2.773
H -0.195 -0.363 -1.804
H 1.086 0.030 0.224
H 1.101 1.925 1.092
H -0.296 2.598 0.031
H -0.548 1.772 1.746
H -1.122 -0.275 1.634
H -2.007 -0.411 0.091
H -0.821 -2.433 -0.348
H 0.477 -1.936 0.855
H -0.791 -2.802 2.557
```

***

Version three
Formula: C5H13NS
Source: the OMol25 dataset
Level of theory: ωB97M-V with the def2-TZVPD basis set

Values from the calculation:
HOMO level (eV): -8.806
Structure (SMILES): C=CCN.CCS
HOMO-LUMO gap (eV): 9.79

Geometry as XYZ:
```
20
C5H13NS | the OMol25 dataset | ωB97M-V with the def2-TZVPD basis set
C 1.630 2.756 1.097
C 0.570 3.014 0.355
C 0.453 2.722 -1.104
N -0.852 2.100 -1.385
H 1.656 3.010 2.147
H 2.496 2.279 0.661
H -0.301 3.478 0.808
H 0.613 3.618 -1.714
H 1.228 2.017 -1.409
H -0.917 1.885 -2.373
H -1.591 2.764 -1.184
C -0.580 -0.853 0.743
C 0.323 -1.997 0.321
S -0.689 -3.497 0.088
H -1.091 -1.091 1.675
H -1.337 -0.659 -0.011
H -0.035 0.080 0.876
H 0.815 -1.771 -0.621
H 1.074 -2.197 1.081
H 0.288 -4.253 -0.424
```

***

Version four
Formula: C5H13NS
Source: the OMol25 dataset
Level of theory: ωB97M-V with the def2-TZVPD basis set

Values from the calculation:
HOMO level (eV): -8.809
Structure (SMILES): CNCCCCS
HOMO-LUMO gap (eV): 9.59

Geometry as XYZ:
```
20
C5H13NS | the OMol25 dataset | ωB97M-V with the def2-TZVPD basis set
C -2.204 1.743 -1.211
N -1.360 0.793 -0.372
C -1.004 -0.477 -1.051
C -0.599 -1.615 -0.113
C -0.042 -1.047 1.286
C 1.329 -0.244 1.573
S 1.942 0.384 0.054
H -2.262 1.565 -2.315
H -1.995 2.939 -1.173
H -3.363 1.750 -0.901
H -0.457 1.384 -0.387
H -0.266 -0.314 -1.859
H -1.863 -0.781 -1.777
H -1.294 -2.331 0.075
H 0.140 -2.222 -0.610
H 0.037 -1.976 1.855
H -0.760 -0.399 1.901
H 1.267 0.332 2.585
H 2.067 -1.027 1.972
H 2.322 -0.767 -0.531
```

***

Which is less stable than every other structure shown? version four is.